1.
Formula: C2H3N3O
Source: the Open Molecules 2025 dataset
Level of theory: the ωB97M-V functional and the def2-TZVPD basis

The geometry in XYZ format:
```
9
Properties=species:S:1:pos:R:3:lowdin_charge:R:1
O 2.130 -0.427 -0.277 0.1011
N 0.050 -1.115 -0.310 0.1335
N -1.035 0.673 0.263 -0.0070
N 0.270 1.088 0.216 0.1060
C 0.852 -0.060 -0.130 -0.5092
C -1.122 -0.623 -0.047 -0.1857
H -2.028 -1.187 -0.079 0.1170
H 2.659 0.349 -0.142 0.0998
H -1.778 1.302 0.505 0.1445
```

Charge = 0
E_tot = -8639.904 eV
HOMO = -0.3478 Eh
Structure (SMILES) = Oc1nc[nH]n1


2.
Formula: C5H11NO
Source: the Open Molecules 2025 dataset
Level of theory: the ωB97M-V functional and the def2-TZVPD basis

The geometry in XYZ format:
```
18
Properties=species:S:1:pos:R:3:lowdin_charge:R:1
O -0.050 -0.185 -0.270 -0.2594
N -1.285 0.580 1.479 0.1813
C 1.498 -0.180 0.892 -0.0255
C -2.367 -0.890 -0.227 -0.0105
C -1.262 -0.104 0.423 -0.4684
C -0.057 0.653 -1.408 -0.0909
C 2.511 0.302 -0.036 -0.1395
H 1.136 0.502 1.648 0.0688
H 1.893 0.797 -0.925 0.0856
H 0.408 0.204 -2.277 0.0428
H 3.144 1.082 0.387 0.0778
H -1.955 -1.659 -0.876 0.0842
H -0.050 1.711 -1.160 0.0556
H -2.981 -0.237 -0.846 0.0851
H 1.457 -1.229 1.155 0.0883
H 3.128 -0.488 -0.460 0.0745
H -2.991 -1.349 0.543 0.0809
H -2.176 0.489 1.960 0.0692
```

Charge = 0
E_tot = -8896.005 eV
HOMO (alpha / beta) = -0.2462 / -0.2461 Eh


3.
Formula: C53H73F5O8S
Source: the Open Molecules 2025 dataset
Level of theory: the ωB97M-V functional and the def2-TZVPD basis

The geometry in XYZ format:
```
140
Properties=species:S:1:pos:R:3:lowdin_charge:R:1
S 11.818 0.132 -42.707 0.6426
F 13.128 4.095 -47.038 0.0016
F 18.243 -5.711 -50.234 -0.0255
F 14.940 4.517 -40.141 0.0417
F 8.368 5.724 -43.726 0.0045
F 15.601 0.903 -53.419 0.0394
O 10.804 -0.917 -42.813 -0.3017
O 13.021 -0.298 -43.776 -0.2649
O 15.092 7.414 -49.887 -0.1644
O 20.842 -1.347 -46.222 -0.1162
O 12.302 -0.889 -51.932 -0.1373
O 7.924 3.367 -50.394 -0.1372
O 11.466 -3.855 -46.752 -0.1583
O 12.363 0.545 -41.457 -0.2834
C 11.341 -0.729 -53.941 -0.1513
C 14.189 4.618 -43.683 -0.0682
C 14.014 4.354 -42.316 -0.0156
C 17.427 0.525 -50.302 -0.0679
C 9.427 5.479 -45.893 0.0170
C 15.459 -2.609 -50.758 -0.0994
C 13.232 1.034 -48.890 -0.1710
C 9.246 3.527 -50.919 -0.1817
C 9.517 3.254 -46.876 -0.0977
C 18.739 -0.395 -52.162 -0.0824
C 12.970 2.362 -48.578 -0.1173
C 14.218 -0.770 -43.244 -0.2877
C 9.522 2.352 -51.877 -0.1764
C 18.822 -1.019 -45.187 -0.1779
C 10.642 -1.955 -53.303 -0.1460
C 9.588 -2.667 -47.639 -0.1569
C 16.466 0.753 -51.226 -0.0463
C 15.045 4.660 -41.485 -0.2820
C 16.401 5.404 -43.317 -0.0945
C 19.873 -1.211 -47.198 -0.2932
C 15.375 5.141 -44.198 -0.0967
C 8.761 2.711 -45.835 -0.0916
C 16.625 0.582 -52.581 -0.2710
C 13.602 2.885 -47.421 -0.3284
C 9.812 4.586 -46.945 -0.0669
C 7.670 1.963 -50.406 -0.1816
C 17.778 0.014 -53.073 -0.0343
C 15.193 0.425 -43.139 -0.0486
C 11.162 -1.724 -51.864 -0.2016
C 11.215 1.587 -43.600 -0.1012
C 14.941 0.875 -47.195 -0.1900
C 18.541 -1.487 -46.630 -0.1525
C 10.921 -1.893 -47.863 -0.1262
C 16.246 5.243 -41.936 -0.0053
C 14.631 2.183 -46.766 -0.0936
C 15.467 -3.654 -51.596 -0.1045
C 16.710 5.861 -49.487 -0.1801
C 12.696 -0.733 -53.209 -0.2552
C 16.351 -4.721 -51.470 -0.0154
C 11.945 -3.097 -47.835 -0.1840
C 16.311 -2.562 -49.671 -0.0614
C 17.301 -4.649 -50.423 -0.1968
C 14.810 6.835 -48.533 -0.1555
C 8.269 1.560 -51.774 -0.1907
C 10.053 -3.846 -46.789 -0.2133
C 16.313 6.967 -50.475 -0.1887
C 8.716 4.910 -44.807 -0.2350
C 8.445 3.553 -44.794 -0.0580
C 20.234 -1.483 -44.894 -0.1617
C 18.548 -0.214 -50.782 -0.0675
C 17.271 -3.587 -49.506 -0.0076
C 14.257 0.306 -48.236 -0.1685
C 15.454 5.529 -48.747 -0.2263
H 15.779 0.369 -46.740 0.0486
H 7.647 1.782 -52.642 0.1105
H 20.184 -2.523 -44.574 0.1151
H 11.037 -2.860 -53.765 0.1063
H 10.420 -1.420 -51.126 0.1038
H 11.982 2.241 -44.015 0.0611
H 8.595 1.649 -45.732 0.1056
H 13.491 4.352 -44.463 0.0877
H 19.834 -0.260 -47.730 0.1082
H 16.282 -5.581 -52.119 0.1064
H 9.722 -4.136 -45.791 0.1214
H 18.209 -1.353 -44.350 0.1080
H 13.187 0.239 -53.244 0.1188
H 6.607 1.749 -50.287 0.1173
H 13.380 -1.470 -53.632 0.1200
H 14.398 -0.704 -48.593 0.0609
H 20.155 -1.791 -48.077 0.1131
H 15.747 0.467 -44.076 0.0532
H 9.567 -1.813 -53.412 0.1029
H 17.913 -3.760 -48.655 0.0972
H 10.312 1.665 -51.573 0.1048
H 10.711 1.192 -44.482 0.0562
H 13.091 3.883 -42.013 0.1125
H 11.110 -1.138 -47.100 0.1059
H 12.216 2.864 -49.167 0.0604
H 15.885 0.331 -42.301 0.0742
H 16.994 7.809 -50.597 0.1054
H 11.424 -2.707 -51.472 0.1056
H 11.935 -3.739 -48.716 0.1078
H 17.193 0.718 -49.265 0.0959
H 12.658 0.501 -49.634 0.0597
H 10.670 0.105 -53.733 0.1028
H 15.610 1.312 -50.877 0.1177
H 13.958 -1.259 -42.305 0.1037
H 17.946 0.017 -54.140 0.1116
H 9.772 2.587 -47.686 0.0932
H 9.345 4.479 -51.440 0.1180
H 10.891 -1.248 -48.741 0.0786
H 7.812 3.097 -44.048 0.1134
H 17.246 5.892 -43.780 0.0993
H 8.575 0.519 -51.876 0.0942
H 18.773 0.065 -45.094 0.1165
H 15.138 2.746 -45.997 0.0699
H 13.745 6.795 -48.305 0.1168
H 17.137 4.929 -49.857 0.1070
H 10.693 2.135 -42.815 0.0713
H 15.666 4.981 -47.829 0.1072
H 14.753 -3.791 -52.396 0.1026
H 16.219 -1.869 -48.848 0.0869
H 18.241 -2.527 -46.750 0.1072
H 9.735 6.509 -45.789 0.1062
H 17.823 -0.783 -47.051 0.0907
H 17.020 5.595 -41.271 0.1072
H 14.739 1.416 -43.136 0.0619
H 10.381 4.949 -47.788 0.1010
H 9.672 2.697 -52.900 0.1112
H 15.290 7.342 -47.696 0.1113
H 14.804 4.956 -49.409 0.1201
H 9.943 3.533 -50.081 0.0917
H 11.556 -0.998 -54.975 0.1056
H 9.174 -3.035 -48.578 0.0974
H 14.736 -1.810 -50.839 0.1009
H 8.189 1.391 -49.637 0.1101
H 14.669 -1.594 -43.797 0.1185
H 9.864 -4.737 -47.388 0.1023
H 8.807 -2.058 -47.183 0.0995
H 19.635 -0.780 -52.624 0.0970
H 19.228 -0.515 -49.999 0.0742
H 15.550 5.394 -45.234 0.0933
H 12.994 -2.829 -47.709 0.1105
H 17.509 6.048 -48.770 0.1053
H 20.673 -0.818 -44.150 0.1172
H 16.156 6.567 -51.477 0.1096
```

Charge = -1
E_tot = -96940.335 eV
Spin multiplicity = 2
HOMO (alpha / beta) = -0.0133 / -0.1902 Eh


4.
Formula: C4H4N2O3
Source: the Open Molecules 2025 dataset
Level of theory: the ωB97M-V functional and the def2-TZVPD basis

The geometry in XYZ format:
```
13
Properties=species:S:1:pos:R:3:lowdin_charge:R:1
O -2.043 -0.971 1.068 -0.0249
O -1.276 -1.958 -1.140 -0.0840
O 1.328 2.298 0.705 0.0570
N -0.557 0.801 0.996 0.2196
N 1.517 0.468 -0.570 0.1192
C 0.678 1.188 0.166 -0.2684
C 0.746 -0.562 -1.171 -0.0744
C -1.097 -0.290 0.497 -0.3930
C -0.459 -0.899 -0.732 -0.2700
H -0.574 1.142 1.979 0.1904
H -1.679 -2.528 -0.090 0.2908
H 1.528 -1.233 -1.701 0.1542
H 1.889 2.545 -0.008 0.0835
```

Charge = 0
E_tot = -13332.354 eV
HOMO = -0.3291 Eh


5.
Formula: C16H43N8O5P2
Source: the Open Molecules 2025 dataset
Level of theory: the ωB97M-V functional and the def2-TZVPD basis

The geometry in XYZ format:
```
74
Properties=species:S:1:pos:R:3:lowdin_charge:R:1
P -3.010 -5.315 -2.513 0.7295
P 2.341 5.562 2.071 0.7324
O 0.860 -0.209 3.217 0.0838
O 1.975 0.220 1.290 0.0371
O 0.939 4.971 2.127 -0.2933
O 3.665 -0.163 2.720 0.1238
O -1.538 -4.930 -2.542 -0.2919
N -3.242 -4.975 -0.833 -0.3502
N -0.511 -2.738 1.790 -0.1223
N 3.853 6.391 2.329 -0.3158
N -3.553 -4.046 -3.549 -0.3100
N -4.570 -6.097 -2.544 -0.3173
N 3.167 4.052 2.243 -0.3435
N -0.440 -1.738 0.752 -0.2274
N 2.244 6.110 0.436 -0.3117
C 3.660 -1.542 0.827 0.0184
C 2.561 3.140 3.223 -0.1238
C 3.095 -0.427 1.730 -0.5471
C -0.521 -0.437 1.315 -0.3174
C -4.698 -3.181 -3.383 -0.1270
C -3.092 -4.101 -4.929 -0.1530
C 1.287 7.175 0.170 -0.1513
C -5.534 -6.250 -1.473 -0.1253
C -2.138 -5.396 0.032 -0.1523
C 3.228 5.976 -0.614 -0.1276
C 0.812 -0.111 2.035 -0.4384
C 5.173 5.832 2.543 -0.1215
C -4.988 -6.706 -3.801 -0.1436
C 3.821 7.849 2.355 -0.1406
C 3.598 3.279 1.091 -0.1267
C -3.717 -3.681 -0.363 -0.1315
H -5.489 -7.665 -3.643 0.0725
H -6.155 -5.354 -1.373 0.0760
H 0.235 -3.399 1.583 0.0220
H 0.899 7.118 -0.850 0.0765
H -5.067 -6.468 -0.517 0.0795
H -0.401 -2.347 2.728 0.0216
H 2.224 3.689 4.105 0.0723
H 4.749 -1.564 0.922 0.0739
H -3.761 -3.663 0.727 0.0808
H 5.650 5.577 1.592 0.0766
H -2.097 -4.547 -4.990 0.0680
H 5.157 4.954 3.181 0.0816
H 3.293 2.404 3.560 0.0785
H 3.325 -1.330 -0.198 0.0815
H -1.343 -0.378 2.073 0.0946
H 0.423 7.097 0.833 0.0687
H 1.703 2.603 2.811 0.0750
H 4.473 8.257 3.131 0.0740
H 4.131 8.271 1.391 0.0788
H -4.127 -6.913 -4.437 0.0706
H -4.571 -2.502 -2.540 0.0623
H 5.829 6.548 3.051 0.0737
H 2.816 8.212 2.579 0.0715
H -1.743 -6.367 -0.283 0.0652
H -4.746 -3.499 -0.688 0.0515
H -3.008 -3.101 -5.363 0.0764
H 3.199 -2.480 1.166 0.0856
H -4.827 -2.528 -4.249 0.0765
H 1.734 8.170 0.317 0.0640
H 3.351 4.937 -0.920 0.0603
H -3.071 -2.857 -0.690 0.0850
H -1.319 -4.673 0.020 0.0618
H -6.210 -7.091 -1.664 0.0722
H 4.211 6.391 -0.351 0.0717
H 2.910 6.496 -1.519 0.0772
H 2.764 3.031 0.422 0.0943
H 4.070 2.345 1.404 0.0776
H -5.672 -6.049 -4.353 0.0781
H -5.646 -3.726 -3.266 0.0706
H -3.767 -4.698 -5.561 0.0629
H -2.479 -5.509 1.064 0.0747
H 4.376 3.808 0.535 0.0560
H -0.748 0.287 0.512 0.0934
```

Charge = -1
E_tot = -58019.599 eV
HOMO = -0.0494 Eh


6.
Formula: C3H4NO4P
Source: the Open Molecules 2025 dataset
Level of theory: the ωB97M-V functional and the def2-TZVPD basis

The geometry in XYZ format:
```
13
Properties=species:S:1:pos:R:3:lowdin_charge:R:1
P -0.954 0.269 3.144 -0.0301
O 2.588 0.438 1.421 -0.0265
O -0.215 0.013 4.414 -0.4589
O -1.434 1.697 2.864 -0.4902
O -1.959 -0.709 2.734 -0.4242
N 0.293 0.071 1.814 -0.0219
C 0.817 -0.137 -0.189 -0.1188
C 1.444 0.160 1.158 -0.6029
C -0.478 -0.470 0.598 -0.1963
H -1.490 0.045 0.657 0.1009
H -0.647 -1.565 0.769 0.0914
H 0.553 0.858 -0.736 0.1187
H 1.239 -0.808 -0.908 0.0589
```

Charge = -2
E_tot = -22145.738 eV
HOMO = 0.0167 Eh
Structure (SMILES) = O=C1CCN1P(=O)([O-])[O-]


7.
Formula: C8H10O3S
Source: the Open Molecules 2025 dataset
Level of theory: the ωB97M-V functional and the def2-TZVPD basis

The geometry in XYZ format:
```
22
Properties=species:S:1:pos:R:3:lowdin_charge:R:1
S 1.608 -0.069 0.486 0.5932
O -1.849 1.493 -0.171 0.0355
O 0.897 -1.276 0.792 -0.2937
O 1.814 0.938 1.469 -0.3266
C 3.209 -0.402 -0.164 -0.1336
C -2.542 -0.282 1.391 0.0007
C 0.592 0.758 -0.799 -0.1150
C -0.971 0.427 -0.548 -0.3579
C -1.669 -0.689 -1.327 0.0064
C -3.163 -1.130 0.590 -0.0956
C -1.449 0.593 0.870 -0.2186
C -2.675 -1.336 -0.706 -0.1039
H -3.992 -1.691 0.799 0.0803
H 3.775 0.556 -0.247 0.0967
H 3.681 -1.064 0.444 0.0334
H 1.180 0.523 -1.818 0.1394
H -2.692 -0.182 2.501 0.1312
H -0.840 0.963 1.678 0.1337
H -1.278 -1.121 -2.247 0.1060
H -3.160 -2.093 -1.434 0.1361
H 0.554 1.831 -0.719 0.0913
H 3.003 -0.737 -1.174 0.0608
```

Charge = 0
E_tot = -25432.026 eV
HOMO = -0.3263 Eh
Structure (SMILES) = CS(=O)(=O)C[C@@]12C=CC=C[C@@H]1O2


8.
Formula: F8K2N4NaO16S8
Source: the Open Molecules 2025 dataset
Level of theory: the ωB97M-V functional and the def2-TZVPD basis

The geometry in XYZ format:
```
39
Properties=species:S:1:pos:R:3:lowdin_charge:R:1
K 7.838 18.750 -29.632 0.9416
K 9.015 20.247 -25.218 0.8534
S 6.517 22.844 -24.632 0.6095
S 7.493 22.279 -22.557 0.4603
S 10.798 18.409 -21.936 0.4201
S 3.130 20.819 -26.401 0.5847
S 7.225 17.434 -26.001 0.6685
S 9.511 16.819 -26.552 0.4531
S 8.735 17.666 -21.379 0.5554
S 3.022 22.853 -27.433 0.4004
Na 5.464 19.763 -23.236 0.5727
F 10.705 17.518 -27.410 -0.2338
F 7.100 21.070 -21.512 -0.2229
F 7.992 17.665 -20.004 -0.1909
F 2.624 24.399 -27.233 -0.2059
F 6.120 18.057 -27.016 -0.2250
F 6.360 21.956 -25.958 -0.2230
F 11.813 19.572 -21.430 -0.2301
F 1.854 19.947 -26.033 -0.1914
O 4.475 23.006 -27.368 -0.3175
O 8.877 16.232 -21.605 -0.2610
O 7.560 23.851 -24.979 -0.2729
O 10.326 19.135 -23.123 -0.3954
O 7.790 18.434 -22.180 -0.3084
O 6.975 18.426 -24.899 -0.3623
O 3.403 20.243 -27.670 -0.2682
O 8.962 22.364 -22.445 -0.2750
O 11.731 17.302 -22.124 -0.2810
O 9.522 15.559 -27.257 -0.2701
O 2.437 22.522 -28.749 -0.3239
O 6.900 16.009 -25.876 -0.2228
O 5.159 23.252 -24.363 -0.2428
O 4.034 20.577 -25.261 -0.3105
O 9.980 16.783 -25.159 -0.2405
O 6.681 23.350 -22.011 -0.2561
N 10.077 18.371 -20.631 -0.2033
N 7.013 21.481 -23.720 -0.3638
N 8.555 17.954 -26.964 -0.4020
N 2.274 22.298 -26.286 -0.2196
```

Charge = -1
E_tot = -184207.427 eV
HOMO = -0.2692 Eh


9.
Formula: C4H9NO2
Source: the Open Molecules 2025 dataset
Level of theory: the ωB97M-V functional and the def2-TZVPD basis

The geometry in XYZ format:
```
16
Properties=species:S:1:pos:R:3:lowdin_charge:R:1
O -0.243 0.638 1.760 -0.1186
O -0.643 -1.470 0.165 -0.0964
N 1.946 0.581 -0.548 -0.0763
C 1.792 -0.408 -1.560 -0.0773
C 1.964 1.350 0.331 0.0716
C -1.229 0.789 0.753 -0.2536
C -1.738 -0.606 0.397 -0.2423
H -2.057 1.411 1.117 0.1170
H -0.032 -1.247 0.888 0.0807
H 2.672 -1.054 -1.565 0.0926
H -0.812 1.264 -0.147 0.1091
H -2.342 -0.576 -0.516 0.1204
H 0.893 -0.988 -1.323 0.0720
H 1.689 0.084 -2.529 0.0918
H 0.508 1.230 1.567 -0.0087
H -2.368 -0.996 1.209 0.1179
```

Charge = 0
E_tot = -9877.315 eV
HOMO = -0.3785 Eh


10.
Formula: C34H27BrN8OTa
Source: the Open Molecules 2025 dataset
Level of theory: the ωB97M-V functional and the def2-TZVPD basis

The geometry in XYZ format:
```
72
Properties=species:S:1:pos:R:3:lowdin_charge:R:1
Ta 0.667 -0.071 0.356 1.9805
Br -0.170 5.230 -3.842 0.8616
O 2.094 -0.326 -0.896 -0.2447
N -1.382 1.544 2.188 0.1094
N 0.967 -1.995 -1.947 0.1157
N 0.343 -1.976 -0.722 -0.0801
N -3.953 -0.220 -0.355 0.1716
N -0.089 1.137 2.079 -0.1443
N -1.775 0.051 0.411 0.0270
N 2.413 0.404 1.765 -0.0152
N -0.284 -1.835 1.798 0.0080
C -1.345 -3.973 1.759 0.0436
C -4.085 2.380 2.232 0.0180
C -1.250 -2.729 3.792 0.0140
C 3.055 1.408 3.836 0.0478
C 0.718 1.509 3.003 -0.0246
C -2.669 -0.504 -0.378 -0.1242
C -1.661 -3.856 3.109 0.0215
C -5.845 1.015 0.534 0.0199
C -0.655 -2.952 1.137 -0.2270
C -0.195 -3.052 -0.252 -0.2208
C 4.675 0.256 2.500 0.0203
C -4.485 0.737 0.516 -0.1521
C -0.660 1.559 -2.025 -0.1095
C 3.674 -0.008 1.579 -0.0576
C -3.593 1.394 1.368 -0.0791
C 0.930 2.793 -0.699 -0.1078
C 3.215 -1.378 -5.472 -0.0341
C 3.601 0.199 -3.210 -0.0077
C -6.312 1.974 1.409 -0.0041
C -0.230 -4.334 -1.000 0.0286
C 1.881 -1.078 -2.009 -0.3385
C -0.027 3.782 -2.661 -0.6729
C 2.466 -1.625 -4.341 -0.0014
C 2.658 -0.836 -3.199 -0.1616
C 4.151 -0.348 -5.479 -0.0193
C 4.344 0.439 -4.349 -0.0398
C -2.197 1.009 1.332 -0.2538
C -5.431 2.664 2.249 -0.0135
C -0.562 -1.742 3.097 -0.0840
C 0.188 1.631 -0.919 -0.2908
C 2.105 1.105 2.886 -0.2492
C -0.762 2.626 -2.901 -0.0957
C 0.819 3.872 -1.561 -0.0948
C 4.366 0.973 3.642 0.0349
H 2.772 1.975 4.713 0.1428
H -1.626 -4.856 1.201 0.1342
H 3.737 0.813 -2.330 0.1142
H 4.733 -0.156 -6.371 0.1257
H 1.382 4.777 -1.381 0.1184
H -0.220 -0.853 3.607 0.1076
H 3.880 -0.547 0.664 0.1242
H 5.129 1.199 4.375 0.1428
H 0.318 -4.244 -1.932 0.0876
H -3.397 2.909 2.876 0.1242
H -1.260 -4.627 -1.221 0.1171
H -2.342 -1.246 -1.096 0.1465
H -7.370 2.197 1.440 0.1328
H 5.077 1.234 -4.362 0.1205
H 1.736 -2.422 -4.322 0.1175
H -1.232 0.662 -2.242 0.0893
H -1.410 2.566 -3.765 0.1166
H 5.679 -0.099 2.313 0.1379
H -5.813 3.426 2.914 0.1294
H -6.523 0.493 -0.130 0.1333
H -1.453 -2.599 4.846 0.1343
H 0.209 -5.130 -0.397 0.1181
H 3.079 -1.990 -6.353 0.1230
H 0.365 2.106 3.838 0.1625
H -4.577 -0.674 -1.009 0.1854
H 1.610 2.878 0.146 0.1000
H -2.200 -4.645 3.616 0.1401
```

Charge = +3
E_tot = -121236.495 eV
HOMO = -0.5813 Eh